(1)
Below is a cluster of 2 separate species, C2HBrFN in total, with properties calculated with the ωB97M-V functional and the def2-TZVPD basis.

## Properties
HOMO energy (alpha / beta)   -11.30 / -11.24 eV
2S+1   1
Energy above the lowest of the compared OMol25 structures with the same formula, charge and spin   297.7 kJ/mol
Strongest force on any atom   5.23 eV/A
LUMO (alpha / beta)   -0.1154 / -0.1154 hartree

Structure (XYZ):
```
6
C2HBrFN, DFT the ωB97M-V functional and the def2-TZVPD basis
Br 0.653 -1.294 1.279
F 0.403 -1.202 -1.707
N -1.880 1.019 0.221
C 0.404 0.129 0.111
C -0.855 0.569 0.022
H 1.276 0.780 0.074
```


(2)
Below is a structure of composition C49H29F9N3O9PS2Ti, with properties calculated with the ωB97M-V functional and the def2-TZVPD basis.

## Properties
HOMO energy (alpha / beta)   -0.76 / -3.33 eV
2S+1   3
Energy above the lowest of the compared OMol25 structures with the same formula, charge and spin   110.8 kJ/mol
Total charge   -2
Expectation value of S²   2.05
Strongest force on any atom   1.74 eV/A
LUMO (alpha / beta)   0.1305 / 0.1305 hartree

Structure (XYZ):
```
103
C49H29F9N3O9PS2Ti, DFT the ωB97M-V functional and the def2-TZVPD basis
Ti -0.868 -2.379 -0.311
S -3.560 -4.469 -0.591
S -1.948 -1.718 1.991
P 2.017 1.518 0.045
F 8.432 -0.164 -1.037
F -0.784 3.525 5.784
F 1.986 7.239 -3.488
F 8.732 1.774 -0.130
F 2.222 8.142 -1.536
F -1.461 1.464 5.736
F 0.248 7.611 -2.261
F 0.422 1.968 6.680
F 8.548 0.013 1.122
O -0.308 -3.364 -1.717
O -4.255 -4.205 -1.826
O 0.765 -1.326 -0.443
O -0.470 -4.172 0.831
O -0.047 -6.377 0.902
O 5.689 -4.854 -1.258
O 2.370 -0.642 -1.860
O -2.760 -5.666 -0.569
O 4.805 -6.706 -0.673
N 4.720 -5.535 -0.986
N 0.107 -5.267 0.359
N -2.678 -3.168 -0.088
C 1.064 -5.024 -0.616
C 3.295 -3.550 -1.345
C -4.661 -4.399 0.787
C -6.501 -4.880 2.219
C 0.235 0.852 3.639
C 1.741 -1.525 -1.309
C -5.998 -3.958 3.159
C -1.552 0.507 -0.597
C -5.818 -5.107 1.026
C -4.164 -3.439 1.704
C 8.062 0.599 0.011
C -3.520 3.485 -1.958
C 5.958 1.374 -1.043
C -4.057 -1.616 -4.039
C -0.377 2.245 5.618
C 1.671 5.843 -1.611
C 1.972 3.273 -0.564
C 0.915 3.579 -1.420
C 1.097 3.090 3.802
C -2.151 1.849 -0.801
C 2.308 -5.636 -0.595
C -1.877 2.827 0.165
C -5.482 -0.945 -2.232
C 4.484 0.718 1.210
C 0.863 0.714 2.405
C 2.044 -3.002 -1.451
C -5.330 -1.387 -3.542
C 0.903 -3.817 -1.333
C -1.889 -0.694 -1.081
C -2.428 4.099 0.087
C 1.530 7.202 -2.214
C -3.084 -0.912 -1.936
C 3.842 1.299 0.123
C -3.017 -2.803 1.198
C 3.401 -4.920 -1.049
C 2.741 5.556 -0.775
C 4.597 1.603 -1.016
C 6.587 0.815 0.066
C 5.853 0.474 1.185
C 1.584 1.765 1.837
C 0.335 2.052 4.319
C -3.265 4.432 -0.971
C -4.844 -3.242 2.925
C 0.763 4.856 -1.947
C 1.707 2.950 2.566
C -2.965 2.214 -1.883
C -2.944 -1.393 -3.237
C -4.372 -0.707 -1.439
C 2.894 4.276 -0.264
H 6.541 1.620 -1.923
H -6.181 -5.827 0.300
H -7.417 -5.421 2.428
H -6.477 -0.788 -1.829
H -0.714 0.538 0.095
H -6.538 -3.810 4.088
H 1.191 4.016 4.356
H -3.153 1.500 -2.672
H 0.211 2.795 -1.683
H 4.184 -2.939 -1.422
H -4.162 3.740 -2.795
H -1.946 -1.578 -3.613
H -0.371 0.040 4.026
H -6.203 -1.577 -4.156
H -0.061 5.081 -2.615
H -4.448 -2.533 3.643
H -2.206 4.834 0.855
H 3.907 0.447 2.088
H 2.434 -6.598 -0.118
H 6.341 0.017 2.035
H 0.758 -0.215 1.859
H -4.489 -0.359 -0.419
H 3.754 4.052 0.355
H -3.701 5.423 -1.031
H 3.452 6.335 -0.527
H -1.221 2.569 0.994
H 2.270 3.781 2.168
H 4.103 2.011 -1.890
H -3.931 -1.984 -5.051
```